1.
This record from the Open Molecules 2025 dataset describes a single C7H14N3O3P molecule at a distorted geometry. The level of theory is the ωB97M-V functional and the def2-TZVPD basis.

E_tot ... -1006.24574 Eh
F_max ... 5.8 eV/Å
Structure (SMILES) ... CCO/C(=N\O)OP(N1CC1)N1CC1
LUMO ... 0.34 eV
E_HOMO ... -7.5285 eV

```
! RIJCOSX wB97M-V def2-TZVPD def2/J DEFGRID3
* xyz 0 1
C -0.523 2.129 0.122
C 0.458 -2.347 1.755
C -0.869 -2.812 1.095
C -2.114 -1.614 -1.787
C -1.361 -0.977 -2.863
C 2.741 1.852 0.450
C 1.473 1.504 1.124
N -0.053 -1.727 0.590
N -0.695 -1.627 -1.798
N -1.460 3.001 0.015
O -0.607 0.907 -0.410
O -1.174 4.223 0.579
O 0.558 2.498 0.833
P 0.394 -0.884 -0.729
H 0.520 -1.691 2.582
H 1.460 -2.923 1.558
H -0.864 -3.847 0.740
H -1.889 -2.465 1.409
H -2.663 -1.101 -0.949
H -2.647 -2.515 -2.087
H -1.257 -1.557 -3.824
H -1.465 0.025 -3.080
H 2.842 1.673 -0.501
H 2.998 2.898 0.647
H 3.601 1.200 0.766
H 1.652 1.409 2.210
H 1.158 0.434 1.024
H -0.215 4.334 0.528
*
```


2.
This record from the Open Molecules 2025 dataset describes 2 unconnected molecules or ions with the total composition C7H14N3S at a distorted geometry. The level of theory is the ωB97M-V functional and the def2-TZVPD basis.

E_tot ... -837.10535 Eh
F_max ... 2.5 eV/Å
Expectation value of S² ... 2.02
LUMO (spin up / spin down) ... -2.61 / -5.78 eV
E_HOMO (spin up / spin down) ... -10.5466 / -12.1335 eV

```
! RIJCOSX wB97M-V def2-TZVPD def2/J DEFGRID3
* xyz 1 3
C 3.681 0.999 -0.107
C 2.332 1.333 0.192
C 3.881 -0.334 -0.242
C 1.587 0.216 0.295
C -0.872 -1.430 -1.188
C -2.212 -1.622 0.842
C -0.779 0.342 0.519
N -2.096 2.262 0.370
N -1.448 1.209 -0.289
N -0.958 -1.111 0.247
S 2.433 -1.244 0.001
H 4.455 1.736 -0.221
H 1.975 2.335 0.333
H 4.787 -0.859 -0.470
H -0.864 -2.509 -1.330
H -1.729 -1.011 -1.710
H 0.048 -1.015 -1.594
H -3.057 -1.063 0.445
H -2.336 -2.678 0.609
H -2.185 -1.502 1.924
H -0.870 0.571 1.574
H -2.961 2.484 -0.114
H -1.533 3.108 0.443
H -1.110 1.362 -1.238
H -0.168 -1.579 0.709
*
```


3.
This record from the Open Molecules 2025 dataset describes a single C7H14N4S molecule at a distorted geometry. The level of theory is the ωB97M-V functional and the def2-TZVPD basis.

E_tot ... -892.22237 Eh
F_max ... 5.6 eV/Å
Structure (SMILES) ... [H]/N=c1/c(N)c(NCCC)sn1C
LUMO ... 0.71 eV
E_HOMO ... -7.6026 eV

```
! RIJCOSX wB97M-V def2-TZVPD def2/J DEFGRID3
* xyz 0 1
C 1.620 1.394 -0.198
C 0.470 0.788 -0.194
C 2.826 0.487 -0.177
C -3.405 -0.706 -0.970
C 3.353 -1.914 -0.282
C -2.424 -0.892 0.214
C -1.784 0.487 0.520
N 3.996 1.012 -0.442
N 2.479 -0.823 0.082
N 1.910 2.784 -0.256
N -0.835 0.994 -0.400
S 0.881 -1.246 0.231
H -4.330 -0.150 -0.688
H -2.997 -0.334 -1.830
H -3.677 -1.710 -1.103
H 3.194 -2.690 0.456
H 3.212 -2.207 -1.255
H 4.330 -1.407 -0.016
H -1.738 -1.817 0.196
H -2.904 -1.239 1.140
H -2.612 1.165 0.639
H -1.319 0.383 1.497
H 4.804 0.448 -0.244
H 3.005 2.806 -0.376
H 1.717 3.193 0.567
H -1.092 0.706 -1.291
*
```


4.
This record from the Open Molecules 2025 dataset describes a gas-phase ion, C7H14NO (charge +1) at a distorted geometry. The level of theory is the ωB97M-V functional and the def2-TZVPD basis.

E_tot ... -404.81317 Eh
F_max ... 4.3 eV/Å
Structure (SMILES) ... C/C=C/CC(O)=[N+](C)C
LUMO ... -3.75 eV
E_HOMO ... -13.2640 eV

```
! RIJCOSX wB97M-V def2-TZVPD def2/J DEFGRID3
* xyz 1 1
C -0.012 0.857 1.493
C -0.441 0.945 2.743
C 0.032 -0.467 0.596
C 0.744 -0.388 -0.761
C -0.553 2.265 3.347
C 0.714 -0.731 -3.208
C -0.850 -1.863 -1.742
N 0.240 -1.013 -1.856
O 1.762 0.429 -0.954
H 0.261 1.740 0.914
H 0.314 -1.317 1.223
H -1.049 -0.783 0.401
H 0.174 2.354 4.070
H -1.558 2.438 3.762
H -0.330 3.038 2.691
H 1.756 -0.625 -3.136
H 0.609 -1.544 -3.969
H 0.190 0.086 -3.634
H -1.832 -1.429 -1.395
H -0.987 -2.225 -2.806
H -0.593 -2.713 -1.007
H -0.665 0.048 3.364
H 2.073 0.899 -0.136
*
```


5.
This record from the Open Molecules 2025 dataset describes a gas-phase ion, C7H14NO2 (charge +1) at a distorted geometry. The level of theory is the ωB97M-V functional and the def2-TZVPD basis.

E_tot ... -479.95475 Eh
F_max ... 4.4 eV/Å
LUMO ... -4.35 eV
E_HOMO ... -13.9645 eV

```
! RIJCOSX wB97M-V def2-TZVPD def2/J DEFGRID3
* xyz 1 1
C -3.329 -1.273 -0.189
C 1.732 -0.450 -0.108
C -0.507 0.688 0.147
C 3.181 -0.096 -0.178
C 1.235 -1.781 -0.135
C -0.757 1.754 -0.989
C -0.744 1.273 1.535
N -2.570 -0.341 0.192
O 0.990 0.550 -0.032
O -1.174 -0.498 -0.020
H -2.833 -2.191 -0.613
H -4.448 -1.274 0.054
H 3.743 -0.942 -0.586
H 3.396 0.178 0.961
H 3.353 0.720 -0.824
H 1.865 -2.465 -0.885
H 0.143 -1.906 -0.435
H 1.213 -2.155 0.902
H -1.755 1.958 -1.393
H -0.398 1.321 -1.989
H -0.119 2.563 -0.904
H -1.580 2.052 1.526
H 0.089 1.937 1.746
H -0.725 0.378 2.219
*
```


6.
This record from the Open Molecules 2025 dataset describes a single C7H14NO3P molecule at a distorted geometry. The level of theory is the ωB97M-V functional and the def2-TZVPD basis.

E_tot ... -896.85865 Eh
F_max ... 6.0 eV/Å
LUMO (spin up / spin down) ... -0.42 / -0.42 eV
E_HOMO (spin up / spin down) ... -7.8394 / -7.8397 eV

```
! RIJCOSX wB97M-V def2-TZVPD def2/J DEFGRID3
* xyz 0 1
C -2.718 -0.929 -0.313
C 1.793 1.560 -1.519
C -2.310 1.299 0.239
C 0.660 -1.043 1.967
C 2.476 0.511 -0.601
C -1.654 -0.098 0.518
C 0.637 -0.841 0.479
N -0.357 -0.207 -0.058
O -2.279 -1.787 -1.246
O -3.891 -0.684 -0.285
O 3.002 -2.059 0.070
P 1.945 -1.348 -0.627
H 0.836 1.608 -1.166
H 2.364 2.368 -1.215
H 1.870 1.178 -2.507
H -3.342 1.402 0.738
H -1.623 2.062 0.687
H -2.286 1.490 -0.799
H 1.542 -1.569 2.089
H -0.066 -1.772 2.338
H 0.569 -0.084 2.564
H 2.573 0.736 0.377
H 3.509 0.457 -1.158
H -1.706 -0.242 1.521
H -0.181 -0.086 -1.066
H -1.364 -1.922 -1.029
*
```


Result set for M: 219.18, 172.28, 186.28, 128.19, 144.19, 191.17 g mol⁻¹, one per record in the order listed.
Result set for energy relative to the best compared isomer or geometry (same formula, charge and spin): 41.6, 110.4, 32.3, 221.2, 445.7, 488.2 kJ/mol, one per record in the order listed.